1:
16
Properties=species:S:1:pos:R:3:lowdin_charge:R:1 method="wB97M-V/def2-TZVPD" homo_energy_ev=-9.633 total_charge=0 smiles="CC(C)NC(=O)O"
C -0.438 -1.148 -1.421 -0.05
C -0.642 -0.561 -0.013 -0.37
C -1.264 0.843 -0.091 -0.05
N 0.643 -0.538 0.705 0.08
C 1.484 0.532 0.753 -0.63
O 1.750 1.266 -0.169 0.09
O 2.020 0.704 1.989 0.10
H -1.239 -0.771 -2.054 0.07
H 0.509 -0.773 -1.787 0.08
H -0.473 -2.234 -1.436 0.07
H -1.296 -1.195 0.582 0.13
H -2.290 0.832 0.286 0.08
H -0.701 1.595 0.443 0.07
H -1.390 1.168 -1.121 0.07
H 0.832 -1.265 1.374 0.14
H 2.495 1.543 1.959 0.12

=====

2:
16
Properties=species:S:1:pos:R:3:lowdin_charge:R:1 method="wB97M-V/def2-TZVPD" homo_energy_ev=-9.032 total_charge=0
C -2.624 -0.249 -1.196 -0.05
C 0.191 0.665 -0.850 -0.09
O -0.104 1.576 0.069 -0.01
C 0.444 -0.626 -0.110 -0.15
C 1.964 -0.760 0.053 -0.55
O 2.591 -1.731 -0.313 0.06
N 2.532 0.323 0.655 0.17
H -2.585 -0.157 -0.106 0.03
H -2.710 -1.302 -1.473 0.03
H -3.474 0.316 -1.584 0.03
H -1.704 0.157 -1.630 -0.02
H -0.240 2.418 -0.392 0.11
H -0.028 -0.657 0.883 0.12
H 0.115 -1.478 -0.709 0.12
H 3.533 0.348 0.766 0.11
H 1.979 1.120 0.923 0.09

=====

3:
16
Properties=species:S:1:pos:R:3:lowdin_charge:R:1 method="wB97M-V/def2-TZVPD" homo_energy_ev=-9.794 total_charge=0 smiles="CNC(=O)CCO"
C -0.456 -1.809 2.042 -0.08
N 0.098 -0.833 1.114 0.01
C -0.533 -0.601 -0.088 -0.51
O -0.995 -1.476 -0.782 0.08
C -0.423 0.831 -0.593 -0.10
C 0.808 1.048 -1.467 -0.23
O 0.758 2.456 -1.811 -0.09
H -0.144 -2.839 1.857 0.08
H -0.188 -1.557 3.068 0.08
H -1.546 -1.849 1.980 0.08
H 0.443 0.009 1.557 0.12
H -0.369 1.557 0.216 0.11
H -1.280 1.097 -1.202 0.13
H 0.700 0.500 -2.402 0.12
H 1.745 0.861 -0.949 0.12
H 1.382 2.605 -2.540 0.09

=====

4:
16
Properties=species:S:1:pos:R:3:lowdin_charge:R:1 method="wB97M-V/def2-TZVPD" homo_energy_ev=-9.752 total_charge=0 smiles="NCCCC(=O)O"
N 1.729 -0.337 -1.922 -0.01
C 0.909 0.428 -0.970 -0.28
C -0.461 -0.246 -0.659 -0.21
C -1.123 0.330 0.589 -0.11
C -0.769 -0.486 1.834 -0.51
O -1.552 -1.266 2.302 0.11
O 0.273 -0.015 2.577 0.09
H 2.292 0.257 -2.522 0.06
H 1.034 -0.736 -2.554 0.06
H 1.437 0.441 -0.008 0.11
H 0.529 1.356 -1.358 0.10
H -1.170 -0.128 -1.486 0.11
H -0.301 -1.296 -0.460 0.11
H -0.601 1.297 0.746 0.12
H -2.178 0.530 0.421 0.12
H -0.050 -0.130 3.470 0.11

=====

Which of them is least stable? Easy: 2.

=====

1:
16
Properties=species:S:1:pos:R:3:lowdin_charge:R:1 method="wB97M-V/def2-TZVPD" homo_energy_ev=-9.372 total_charge=0 smiles="CCNCC(=O)O"
C 1.101 0.793 1.920 -0.11
C 0.195 -0.231 1.293 -0.27
N -0.095 0.166 -0.100 -0.11
C -0.760 -0.794 -0.930 -0.16
C -0.967 -0.374 -2.390 -0.52
O -1.808 -0.822 -3.104 0.13
O -0.142 0.646 -2.686 0.10
H 1.903 1.246 1.332 0.08
H 0.555 1.663 2.267 0.07
H 1.600 0.410 2.807 0.07
H 0.760 -1.162 1.231 0.11
H -0.723 -0.343 1.891 0.12
H -0.335 1.148 -0.067 0.12
H -1.654 -1.225 -0.447 0.13
H -0.230 -1.766 -0.958 0.14
H 0.598 0.645 -2.058 0.10

=====

2:
16
Properties=species:S:1:pos:R:3:lowdin_charge:R:1 method="wB97M-V/def2-TZVPD" homo_energy_ev=-9.528 total_charge=0 smiles="CC(N)=O.CC=O"
C 0.934 -0.919 -0.438 -0.03
C 1.496 -0.746 0.953 -0.59
N 1.430 0.548 1.374 0.16
O 1.952 -1.658 1.620 0.03
H 1.717 -1.193 -1.137 0.09
H 0.239 -1.768 -0.415 0.09
H 0.545 0.043 -0.768 0.02
H 1.827 0.797 2.265 0.11
H 0.934 1.238 0.825 0.07
C -1.776 -0.012 -0.206 -0.05
C -1.211 1.002 -1.113 -0.35
O -0.322 1.773 -0.815 0.01
H -2.195 -0.926 -0.647 0.10
H -1.246 -0.185 0.734 0.09
H -2.554 0.765 -0.044 0.11
H -1.809 1.126 -2.034 0.13

=====

3:
16
Properties=species:S:1:pos:R:3:lowdin_charge:R:1 method="wB97M-V/def2-TZVPD" homo_energy_ev=-7.341 total_charge=0
C 1.349 1.227 1.154 -0.04
C 1.363 -0.220 0.748 -0.24
O 0.714 -1.080 1.524 0.07
C -1.094 0.160 -0.338 -0.05
C -0.240 -0.480 -1.187 -0.60
O 1.047 -0.207 -1.157 -0.06
N -0.647 -1.544 -1.976 0.12
H 0.463 1.522 1.731 0.09
H 1.420 1.831 0.254 0.09
H 2.234 1.400 1.780 0.09
H 2.270 -0.661 0.403 0.13
H -0.145 -0.714 1.817 0.12
H -2.102 -0.197 -0.223 0.04
H -0.881 1.202 -0.131 0.04
H -0.029 -1.841 -2.715 0.09
H -1.627 -1.537 -2.221 0.09

=====

Which of them is least stable? Easy: 3.

=====

1:
16
Properties=species:S:1:pos:R:3:lowdin_charge:R:1 method="wB97M-V/def2-TZVPD" homo_energy_ev=-9.904 total_charge=0 smiles="C[C@@](N)(C=O)CO"
C -1.135 0.413 -0.827 -0.02
C 0.040 0.260 0.156 -0.55
N 0.702 1.509 0.493 0.07
C -0.458 -0.379 1.433 -0.19
O -0.943 -1.477 1.500 0.07
C 1.099 -0.705 -0.446 -0.22
O 0.577 -1.946 -0.802 -0.05
H -1.522 -0.566 -1.096 0.08
H -1.935 0.999 -0.377 0.08
H -0.793 0.914 -1.730 0.09
H 1.166 1.897 -0.320 0.08
H 0.028 2.193 0.818 0.08
H -0.312 0.245 2.334 0.13
H 1.500 -0.264 -1.363 0.13
H 1.921 -0.801 0.280 0.13
H 0.065 -2.291 -0.052 0.08

=====

2:
16
Properties=species:S:1:pos:R:3:lowdin_charge:R:1 method="wB97M-V/def2-TZVPD" homo_energy_ev=-6.780 total_charge=0 smiles="CCC(N)=C(O)O"
C -1.564 0.908 -0.644 -0.11
C -0.754 0.665 0.629 -0.19
C 0.783 0.022 0.298 -0.26
N 1.713 0.812 -0.323 0.07
C 0.807 -1.333 0.334 -0.48
O -0.270 -1.991 0.763 0.02
O 1.881 -2.064 -0.061 0.09
H -2.472 1.471 -0.427 0.07
H -1.847 -0.040 -1.102 0.07
H -0.983 1.468 -1.377 0.07
H -1.396 0.340 1.460 0.11
H -0.417 1.620 1.035 0.10
H 2.191 0.385 -1.109 0.09
H 1.577 1.806 -0.429 0.08
H -0.916 -1.084 0.819 0.15
H 1.666 -2.985 0.134 0.11

=====

3:
16
Properties=species:S:1:pos:R:3:lowdin_charge:R:1 method="wB97M-V/def2-TZVPD" homo_energy_ev=-8.234 total_charge=0 smiles="C=C(NOC)OC"
C -0.531 -1.726 0.581 0.05
C -0.437 -0.581 -0.096 -0.43
N -1.466 0.362 -0.093 0.02
O -1.142 1.694 -0.345 -0.16
C -0.373 2.308 0.671 -0.09
O 0.579 -0.188 -0.909 -0.07
C 1.592 -1.121 -1.182 -0.08
H 0.195 -2.509 0.499 0.04
H -1.383 -1.917 1.203 0.05
H -2.088 0.273 0.707 0.14
H -0.909 2.300 1.628 0.09
H -0.229 3.333 0.339 0.09
H 0.598 1.821 0.792 0.08
H 2.137 -1.398 -0.273 0.10
H 1.186 -2.024 -1.647 0.10
H 2.270 -0.627 -1.875 0.09

=====

Which of them is least stable? Easy: 3.

=====

1:
45
Properties=species:S:1:pos:R:3:lowdin_charge:R:1 method="wB97M-V/def2-TZVPD" homo_energy_ev=-9.293 total_charge=0
C -0.455 1.063 -3.594 -0.08
C 0.552 1.165 -2.454 -0.17
C 0.244 2.281 -1.420 -0.40
C 0.265 3.681 -2.053 -0.01
C -1.077 2.029 -0.823 -0.19
N -2.095 1.806 -0.335 0.19
C 1.356 2.199 -0.345 -0.45
O 2.465 2.638 -0.584 0.09
N 1.040 1.563 0.802 0.10
C 2.022 1.306 1.848 -0.16
C 1.326 1.136 3.172 -0.08
C 1.035 -0.031 3.745 -0.08
C 1.358 -1.390 3.181 -0.19
N 0.243 -2.359 3.241 0.02
C -1.073 -1.914 3.120 -0.49
O -1.839 -1.925 4.054 0.10
C -1.439 -1.293 1.786 -0.09
C -1.048 -2.048 0.547 -0.49
C -1.725 -2.048 -0.642 -0.09
C -1.041 -2.805 -1.630 -0.48
C -1.525 -3.026 -3.032 -0.04
N 0.085 -3.350 -1.237 -0.26
S 0.374 -2.978 0.339 1.03
H -0.172 0.254 -4.267 0.08
H -1.459 0.850 -3.220 0.07
H -0.498 1.979 -4.182 0.07
H 0.608 0.209 -1.927 0.12
H 1.552 1.374 -2.841 0.13
H 0.141 4.450 -1.291 0.10
H 1.226 3.833 -2.540 0.10
H -0.536 3.787 -2.782 0.09
H 0.112 1.193 0.917 0.10
H 2.628 0.435 1.596 0.12
H 2.701 2.159 1.880 0.13
H 1.025 2.050 3.671 0.11
H 0.514 -0.031 4.697 0.12
H 1.711 -1.311 2.153 0.07
H 2.172 -1.840 3.751 0.13
H 0.289 -2.883 4.107 0.13
H -2.511 -1.107 1.794 0.13
H -0.965 -0.307 1.780 0.10
H -2.653 -1.521 -0.808 0.12
H -2.407 -2.425 -3.244 0.07
H -0.746 -2.771 -3.750 0.08
H -1.780 -4.076 -3.180 0.08

=====

2:
45
Properties=species:S:1:pos:R:3:lowdin_charge:R:1 method="wB97M-V/def2-TZVPD" homo_energy_ev=-9.159 total_charge=0
C -1.909 -1.202 -2.477 -0.08
C -1.661 0.053 -1.651 -0.17
C -2.146 -0.057 -0.187 -0.40
C -3.623 -0.446 -0.098 -0.02
C -1.343 -1.066 0.526 -0.15
N -0.716 -1.839 1.100 0.20
C -1.931 1.285 0.563 -0.45
O -2.852 1.845 1.126 0.08
N -0.671 1.764 0.567 0.10
C -0.306 2.874 1.444 -0.15
C -0.378 2.457 2.890 -0.07
C 0.644 2.076 3.648 -0.08
C 2.087 2.011 3.219 -0.16
N 2.436 0.734 2.591 0.08
C 2.391 0.591 1.244 -0.49
O 2.418 1.543 0.478 -0.02
C 2.427 -0.835 0.732 -0.10
C 2.081 -0.971 -0.719 -0.50
C 1.664 -2.119 -1.327 -0.09
C 1.468 -1.927 -2.722 -0.49
C 1.032 -2.997 -3.673 -0.04
N 1.707 -0.712 -3.153 -0.26
S 2.187 0.257 -1.911 1.05
H -1.420 -1.107 -3.445 0.08
H -1.496 -2.082 -1.980 0.07
H -2.971 -1.373 -2.650 0.07
H -0.595 0.284 -1.668 0.07
H -2.176 0.909 -2.093 0.13
H -3.962 -0.423 0.934 0.09
H -4.217 0.272 -0.663 0.10
H -3.779 -1.443 -0.505 0.09
H 0.076 1.276 0.096 0.10
H 0.695 3.185 1.157 0.11
H -0.998 3.697 1.265 0.12
H -1.377 2.421 3.309 0.11
H 0.433 1.755 4.664 0.10
H 2.328 2.784 2.493 0.11
H 2.741 2.157 4.078 0.12
H 2.248 -0.096 3.132 0.14
H 3.445 -1.203 0.899 0.14
H 1.754 -1.465 1.316 0.10
H 1.489 -3.049 -0.805 0.12
H 0.131 -3.497 -3.315 0.07
H 0.835 -2.564 -4.651 0.08
H 1.810 -3.755 -3.778 0.08

=====

Which of them is least stable? Easy: 1.